A molecular structure, C50H125ClN8O9PY2, computed with ωB97M-V/def2-TZVPD.

CARTESIAN COORDINATES (ANGSTROEM)
Y: -0.7867 1.5984 -0.1557
Y: 0.3994 -3.2102 -4.1970
C: -3.5454 -0.1697 -2.0610
C: -3.7803 0.8494 -0.9480
O: -2.6298 1.6387 -0.7177
H: -2.9294 0.4399 -2.6639
H: -4.4519 -0.3320 -2.6466
H: -3.0209 -1.1248 -1.9225
H: -4.1950 0.5046 -0.0309
H: -4.4865 1.5479 -1.3979
P: 0.7986 -0.8191 -1.6746
O: 1.3642 -1.2271 -3.1069
O: -1.6443 -2.6771 -3.8752
O: 0.4996 0.8263 -1.8253
O: 1.3348 -4.6887 -5.3418
Cl: 0.3616 -0.3064 2.0596
O: -0.9145 -0.4249 1.3310
O: 1.1584 -1.4414 1.9190
O: 0.8894 0.8676 1.3354
O: 0.0998 0.0255 3.4082
C: -2.6275 -3.7308 0.8081
C: -3.7595 -3.0471 1.5853
N: -4.9938 -3.7678 1.3209
C: -6.1698 -2.9148 1.0037
C: -6.1709 -2.5874 -0.4742
C: -5.2582 -4.5849 2.5186
C: -6.1666 -5.7582 2.2242
H: -1.6884 -3.1583 1.0271
H: -2.8817 -3.7055 -0.2329
H: -2.4199 -4.7904 1.0784
H: -3.4383 -3.0555 2.6407
H: -3.7962 -2.0148 1.2993
H: -7.1062 -3.4632 1.3304
H: -6.1334 -1.9463 1.5668
H: -5.1092 -2.2965 -0.6535
H: -6.5551 -3.4102 -1.1147
H: -6.7628 -1.6729 -0.6342
H: -5.7248 -3.9225 3.3247
H: -4.2876 -4.9582 2.9451
H: -7.1335 -5.3588 1.8795
H: -6.4223 -6.3047 3.1500
H: -5.8704 -6.5447 1.5248
C: -0.6684 3.4671 2.9697
C: 0.2109 4.0032 1.8222
N: -0.2993 3.8241 0.3824
C: -1.3916 4.7956 0.0645
C: -1.1176 6.2798 0.4775
C: 0.9449 3.9448 -0.4727
C: 0.7541 4.4094 -1.8701
H: -1.7227 3.6960 3.0171
H: -0.0946 3.7780 3.8547
H: -0.6925 2.3366 2.9039
H: 0.5841 5.0462 2.0155
H: 1.1156 3.3858 1.8114
H: -1.5694 4.7257 -0.9725
H: -2.2533 4.4071 0.6003
H: -1.7863 6.9699 -0.0474
H: -1.1858 6.4071 1.5789
H: -0.0929 6.5393 0.2726
H: 1.4785 2.9837 -0.4383
H: 1.6354 4.6499 0.0181
H: 0.2160 3.6456 -2.4814
H: 1.6865 4.7065 -2.3148
H: 0.1178 5.3112 -1.9802
C: 0.0909 0.7584 -5.6364
C: -0.0295 -0.4533 -6.5796
N: 0.9688 -1.5520 -6.3740
C: 1.0194 -2.4254 -7.5505
C: -0.1695 -3.2929 -7.8319
C: 2.3233 -1.0715 -6.2516
C: 3.0110 -0.3220 -7.3737
H: 1.1883 1.0851 -5.5869
H: -0.3046 0.6715 -4.6198
H: -0.4585 1.5664 -6.1733
H: -0.9881 -0.9812 -6.4674
H: 0.1620 -0.1497 -7.6657
H: 1.2031 -1.8965 -8.4636
H: 1.8772 -3.1047 -7.4969
H: -0.5934 -3.7786 -6.9123
H: -0.9018 -2.6989 -8.3589
H: 0.1087 -4.1017 -8.5239
H: 2.9451 -1.9341 -6.0089
H: 2.3796 -0.4399 -5.3986
H: 3.2715 -1.0083 -8.2376
H: 3.9132 -0.0499 -6.8660
H: 2.4400 0.6257 -7.6120
C: -3.9439 0.7010 4.0184
C: -5.0182 1.5303 4.7708
N: -5.0762 2.9640 4.2632
C: -5.5652 2.9690 2.8629
C: -4.5816 3.8346 2.0039
C: -5.9248 3.7967 5.1616
C: -5.1734 4.0151 6.4422
H: -3.9775 0.8743 2.9124
H: -4.1572 -0.3817 4.1049
H: -2.9425 0.9331 4.3551
H: -5.9873 1.0119 4.6747
H: -4.8021 1.5518 5.8444
H: -5.7373 1.9598 2.4596
H: -6.5414 3.4831 2.8068
H: -3.6531 3.3543 1.8940
H: -4.9590 3.9631 1.0178
H: -4.3194 4.7503 2.5311
H: -6.8759 3.2465 5.2612
H: -6.1853 4.7121 4.5246
H: -4.1655 4.3737 6.1788
H: -5.0565 3.0916 7.0287
H: -5.7426 4.7102 7.0597
C: 0.2629 -4.7189 0.1096
C: 0.6419 -4.0762 -1.2191
N: 0.5527 -4.9507 -2.3990
C: 1.6782 -5.9618 -2.2971
C: 2.9689 -5.1493 -2.3206
C: -0.7663 -5.5123 -2.6155
C: -0.8962 -6.3857 -3.8575
H: -0.6277 -5.3501 0.1631
H: 0.1700 -3.9772 0.8682
H: 1.1630 -5.2974 0.4338
H: -0.0986 -3.3402 -1.4483
H: 1.6053 -3.6311 -1.0599
H: 1.6088 -6.5597 -1.3306
H: 1.5051 -6.6176 -3.0948
H: 3.7993 -5.8332 -2.5695
H: 2.8324 -4.3924 -3.1161
H: 3.2500 -4.6700 -1.4073
H: -1.4137 -4.6891 -2.6871
H: -1.0586 -6.0296 -1.6522
H: -0.3816 -7.3848 -3.7508
H: -0.5222 -6.0503 -4.8384
H: -1.9708 -6.4185 -4.0246
C: 2.6705 -4.5688 6.2733
C: 2.0303 -3.8995 5.0249
N: 1.1694 -4.7002 4.1374
C: 1.8195 -5.7971 3.5412
C: 2.9894 -5.6230 2.5663
C: -0.0634 -5.1335 4.7328
C: -1.1576 -5.3090 3.7409
H: 1.9218 -5.0130 6.9882
H: 3.3855 -3.8830 6.7760
H: 3.3017 -5.3916 5.9682
H: 1.4319 -3.0059 5.3553
H: 2.8681 -3.5286 4.3590
H: 2.0868 -6.5611 4.2603
H: 1.1008 -6.2992 2.9573
H: 3.1065 -6.6076 2.0617
H: 2.7826 -4.8748 1.8608
H: 3.9714 -5.5006 2.9382
H: -0.3259 -4.3038 5.4900
H: 0.0745 -6.0465 5.2929
H: -1.5557 -4.3825 3.4548
H: -1.9681 -5.8809 4.1094
H: -0.7541 -5.7692 2.8174
C: 1.8111 3.3208 6.0545
C: 1.1329 4.7649 6.0584
N: 1.5634 5.5069 4.9038
C: 0.6679 6.7162 4.8710
C: 0.9673 7.7366 3.7286
C: 2.9957 5.9170 5.0031
C: 3.6988 5.8723 3.6426
H: 2.7857 3.2653 6.5320
H: 1.8787 3.0014 5.0131
H: 1.2470 2.5272 6.5893
H: 0.0660 4.5487 6.1428
H: 1.4106 5.2831 7.0166
H: -0.3909 6.3601 4.7243
H: 0.6323 7.2070 5.8486
H: 0.1991 8.5323 3.8363
H: 1.9536 8.2072 3.7368
H: 0.8348 7.2568 2.7855
H: 3.5087 5.2453 5.6656
H: 3.1430 6.9339 5.4401
H: 3.2169 6.5103 2.8784
H: 3.6622 4.7726 3.2216
H: 4.8025 6.1091 3.7333
C: 4.2856 3.2574 -3.6447
C: 4.7830 2.5559 -4.9742
N: 6.1319 2.1092 -5.0620
C: 7.1791 2.9582 -4.5063
C: 7.6183 4.3315 -5.1156
C: 6.4338 1.7420 -6.4241
C: 7.7842 0.9808 -6.6557
H: 4.6710 4.2946 -3.5825
H: 4.5617 2.8056 -2.6680
H: 3.1805 3.2044 -3.7974
H: 4.2079 1.5978 -5.0790
H: 4.4710 3.2511 -5.7573
H: 6.8993 3.0508 -3.4922
H: 8.1011 2.3453 -4.4793
H: 6.9295 5.1743 -5.0288
H: 8.4630 4.5899 -4.5012
H: 8.0153 4.2771 -6.1265
H: 6.3832 2.6065 -7.0623
H: 5.6135 1.1104 -6.8188
H: 7.9019 0.0807 -6.0604
H: 8.7038 1.5062 -6.5294
H: 7.7198 0.5638 -7.6582

HOMO level: -9.85 eV
Kohn-Sham gap: 2.6 eV
Net charge: +1
Max |F|: 6.3 eV/A